1.
Here is a molecular structure, C24H23F6N8O9RuS5 from OMol25. Energies are from ωB97M-V/def2-TZVPD.

Properties
HOMO energy (spin up / spin down) = -7.951 / -8.436 eV
Energy relative to the best compared isomer or geometry (same formula, charge and spin) = 49.22 kcal per mole
Strongest force on any atom = 0.4 eV Å⁻¹
Kohn-Sham gap (spin up / spin down) = 8.02 / 6.13 eV
LUMO (spin up / spin down) = 0.06 / -2.31 eV
DFT total energy = -128671.61175 eV
Expectation value of S² = 8.8220

```
! wB97M-V def2-TZVPD RIJCOSX def2/J DEFGRID3
* xyz 0 6
Ru 1.198 0.473 0.300
N 2.097 3.003 2.723
C 2.924 1.958 2.552
N 2.606 0.874 1.873
C 3.662 -0.033 1.858
C 4.777 0.371 2.488
S 4.529 1.936 3.176
C 3.389 -1.303 1.195
C 4.106 -2.436 1.231
S 3.271 -3.695 0.405
C 1.963 -2.627 0.100
N 2.171 -1.394 0.513
N 0.857 -3.058 -0.548
H 1.107 2.766 2.689
H 2.380 3.736 3.350
H 5.716 -0.143 2.586
H 5.035 -2.620 1.737
H 0.607 -4.020 -0.377
H 0.065 -2.441 -0.469
C -5.673 0.635 -2.764
C -4.263 0.940 -2.338
C -3.764 0.506 -1.157
C -2.336 0.750 -0.762
C -1.746 1.913 -1.497
C -2.241 2.306 -2.701
C -3.446 1.752 -3.181
S -0.653 3.015 -0.652
O -0.465 4.160 -1.498
O -1.363 3.213 0.605
N 0.771 2.325 -0.369
C 1.939 3.161 -0.712
C 3.179 2.299 -0.873
O 4.249 2.823 -1.100
O 2.997 1.016 -0.760
H -6.149 -0.061 -2.077
H -5.696 0.202 -3.765
H -6.271 1.547 -2.795
H -4.374 -0.092 -0.493
H -2.269 0.919 0.316
H -1.765 3.115 -3.235
H -3.829 2.070 -4.142
H 2.132 3.912 0.056
H 1.770 3.692 -1.650
O -0.141 1.591 2.408
H -0.819 2.098 1.917
H -0.543 0.780 2.743
F -3.666 -2.296 3.636
C -3.004 -1.524 2.796
F -3.718 -1.402 1.665
F -2.875 -0.309 3.328
S -1.345 -2.205 2.334
O -0.590 -1.031 1.912
O -1.596 -3.169 1.294
N -0.932 -2.788 3.720
S 0.591 -3.186 3.982
O 0.661 -4.230 4.948
O 1.352 -3.264 2.760
C 1.288 -1.690 4.859
F 2.565 -1.531 4.495
F 1.237 -1.849 6.174
F 0.633 -0.570 4.545
N -1.845 -1.163 -2.312
C -1.510 -0.549 -1.039
N -0.087 -0.239 -1.186
C 0.250 -0.399 -2.471
C 1.471 -0.132 -3.132
C 1.523 -0.372 -4.478
C 0.410 -0.879 -5.193
C -0.783 -1.173 -4.573
C -0.854 -0.936 -3.202
H -2.811 -1.268 -2.579
H -1.695 -1.238 -0.215
H 2.319 0.243 -2.578
H 2.440 -0.171 -5.014
H 0.505 -1.043 -6.258
H -1.626 -1.570 -5.120
*
```

2.
Here is 2 unconnected molecules or ions with the total composition C3H12NOS at a distorted geometry from OMol25. Energies are from ωB97M-V/def2-TZVPD.

Properties
HOMO energy = -13.526 eV
Energy relative to the best compared isomer or geometry (same formula, charge and spin) = 10.01 kcal per mole
Strongest force on any atom = 1.3 eV Å⁻¹
Kohn-Sham gap = 10.24 eV
LUMO = -3.29 eV
DFT total energy = -17672.01845 eV

```
! wB97M-V def2-TZVPD RIJCOSX def2/J DEFGRID3
* xyz 1 1
C 0.607 -1.423 1.778
C 0.917 -0.294 0.771
C -0.259 -0.033 -0.173
S -0.276 1.666 -0.880
N 1.232 0.961 1.562
H -0.285 -1.943 1.454
H 0.442 -1.071 2.799
H 1.469 -2.087 1.843
H 1.789 -0.547 0.183
H -0.142 -0.726 -1.001
H -1.250 -0.211 0.225
H -1.511 1.990 -0.479
H 1.242 1.751 0.925
H 0.490 1.133 2.233
H 2.112 0.895 2.076
H -1.519 -1.719 -2.948
H -2.043 -2.982 -2.251
O -1.567 -2.162 -2.088
*
```

3.
Here is a molecular structure, C7H10N2 at a distorted geometry from OMol25. Energies are from ωB97M-V/def2-TZVPD.

Properties
HOMO energy = -8.760 eV
Energy relative to the best compared isomer or geometry (same formula, charge and spin) = 93.53 kcal per mole
Strongest force on any atom = 4.3 eV Å⁻¹
Kohn-Sham gap = 8.24 eV
LUMO = -0.52 eV
DFT total energy = -10397.55511 eV

```
! wB97M-V def2-TZVPD RIJCOSX def2/J DEFGRID3
* xyz 0 1
C -0.326 -1.837 -2.394
C -0.982 1.027 2.220
C 1.187 1.295 0.944
C 0.013 -0.737 -1.437
C -0.262 1.005 0.910
C -0.933 0.563 -0.183
N -0.496 0.414 -1.532
C 1.443 -1.183 -0.706
N 2.324 -1.813 -0.315
H -2.019 0.551 -0.141
H -1.167 -1.543 -3.019
H -0.561 -2.727 -1.813
H 0.517 -2.069 -3.044
H -2.048 0.844 2.106
H -0.559 0.242 2.853
H 1.412 2.096 1.643
H 1.581 1.548 -0.036
H 1.705 0.352 1.201
H -0.830 1.973 2.743
*
```

4.
Here is C23H33N5O in the gas phase from OMol25. Energies are from ωB97M-V/def2-TZVPD.

Properties
HOMO energy = -7.930 eV
Energy relative to the best compared isomer or geometry (same formula, charge and spin) = 4.14 kcal per mole
Strongest force on any atom = 0.8 eV Å⁻¹
Kohn-Sham gap = 8.56 eV
SMILES = O=C(Nc1ccc2c(c1)nc1n2CCN(C2CCCCC2)C1)NC1CCCCC1
LUMO = 0.63 eV
DFT total energy = -33886.85218 eV

```
! wB97M-V def2-TZVPD RIJCOSX def2/J DEFGRID3
* xyz 0 1
O -0.085 -4.990 1.473
C 0.273 -3.914 1.035
N 0.340 -2.827 1.886
C 0.615 -1.480 1.635
C 1.327 -0.768 2.617
C 1.637 0.567 2.475
C 1.226 1.192 1.310
C 0.490 0.497 0.316
C 0.169 -0.843 0.484
N 0.183 1.349 -0.717
C 0.707 2.492 -0.378
N 1.351 2.467 0.823
C 1.897 3.682 1.348
C 0.833 4.782 1.207
N 0.240 4.867 -0.127
C -1.198 5.120 -0.094
C -1.662 5.797 -1.386
C -3.123 6.217 -1.257
C -4.000 5.004 -0.963
C -3.533 4.301 0.309
C -2.070 3.888 0.186
C 0.668 3.817 -1.049
N 0.637 -3.678 -0.250
C 0.727 -4.722 -1.261
C -0.639 -5.371 -1.491
C -0.545 -6.427 -2.588
C 0.485 -7.489 -2.217
C 1.848 -6.847 -1.984
C 1.758 -5.791 -0.888
H 0.246 -3.090 2.857
H 1.634 -1.293 3.510
H 2.182 1.096 3.242
H -0.439 -1.349 -0.248
H 2.798 3.955 0.785
H 2.166 3.552 2.398
H 0.056 4.588 1.958
H 1.294 5.750 1.443
H -1.348 5.843 0.717
H -1.028 6.663 -1.582
H -1.568 5.111 -2.230
H -3.451 6.698 -2.180
H -3.224 6.944 -0.447
H -5.041 5.314 -0.854
H -3.945 4.305 -1.801
H -4.150 3.420 0.495
H -3.650 4.978 1.159
H -1.961 3.165 -0.625
H -1.746 3.399 1.109
H 0.011 3.789 -1.913
H 1.678 4.072 -1.399
H 1.117 -2.812 -0.437
H 1.044 -4.224 -2.185
H -1.364 -4.602 -1.765
H -0.964 -5.830 -0.558
H -0.254 -5.952 -3.529
H -1.523 -6.890 -2.735
H 0.165 -7.995 -1.304
H 0.554 -8.235 -3.012
H 2.194 -6.382 -2.911
H 2.577 -7.609 -1.701
H 2.733 -5.322 -0.732
H 1.447 -6.254 0.049
*
```

5.
Here is a molecular structure, C42H60N2O4P2ReSbSi3 at a distorted geometry from OMol25. Energies are from ωB97M-V/def2-TZVPD.

Properties
HOMO energy (spin up / spin down) = -12.143 / -12.143 eV
Energy relative to the best compared isomer or geometry (same formula, charge and spin) = 63.01 kcal per mole
Strongest force on any atom = 3.9 eV Å⁻¹
Kohn-Sham gap (spin up / spin down) = 5.50 / 5.50 eV
LUMO (spin up / spin down) = -6.64 / -6.64 eV
DFT total energy = -106562.74964 eV

```
! wB97M-V def2-TZVPD RIJCOSX def2/J DEFGRID3
* xyz 2 1
Re -0.658 -0.566 0.522
C 2.878 -1.383 -0.780
C 2.565 -0.906 0.635
C 3.773 -0.933 1.551
O 1.473 -1.707 1.141
C 2.024 0.540 0.488
O 2.672 1.513 0.789
O 0.844 0.563 -0.023
H 3.259 -2.399 -0.760
H 3.620 -0.733 -1.237
H 1.967 -1.348 -1.380
H 4.306 -1.879 1.471
H 3.480 -0.769 2.589
H 4.440 -0.122 1.262
H 1.575 -1.776 2.103
N -0.950 2.719 -0.526
P 0.770 2.976 -0.816
C 0.592 4.701 -1.416
C 1.414 5.682 -0.880
C 1.292 6.994 -1.305
C 0.348 7.324 -2.263
C -0.466 6.342 -2.807
C -0.346 5.029 -2.391
C 0.928 2.174 -2.452
C 2.058 2.462 -3.212
C 2.196 1.917 -4.476
C 1.202 1.098 -4.991
C 0.093 0.789 -4.221
C -0.029 1.298 -2.941
P -1.536 1.634 0.595
C -3.229 2.275 0.762
C -3.538 3.174 1.777
C -4.773 3.800 1.791
C -5.717 3.497 0.822
C -5.418 2.580 -0.176
C -4.171 1.981 -0.220
C -0.655 1.963 2.178
C -0.046 3.193 2.408
C 0.753 3.379 3.524
C 0.973 2.340 4.413
C 0.371 1.112 4.191
C -0.434 0.921 3.081
H -1.523 3.537 -0.708
H 2.151 5.404 -0.140
H 1.927 7.761 -0.888
H 0.247 8.348 -2.587
H -1.196 6.603 -3.559
H -0.962 4.258 -2.837
H 2.815 3.126 -2.816
H 3.071 2.139 -5.068
H 1.288 0.709 -5.995
H -0.686 0.162 -4.624
H -0.876 1.037 -2.318
H -2.813 3.398 2.548
H -4.996 4.524 2.559
H -6.677 3.989 0.837
H -6.155 2.353 -0.930
H -3.931 1.280 -1.008
H -0.193 4.010 1.713
H 1.213 4.337 3.698
H 1.610 2.478 5.272
H 0.531 0.298 4.885
H -0.912 -0.049 2.952
O -2.548 -0.942 1.736
N -3.805 -0.696 1.461
C -4.372 -1.159 0.336
C -5.715 -0.974 0.095
C -6.501 -0.301 1.021
C -5.888 0.186 2.166
C -4.543 -0.025 2.361
H -3.710 -1.673 -0.347
H -6.143 -1.370 -0.811
H -7.560 -0.171 0.870
H -6.442 0.733 2.911
H -4.028 0.317 3.244
C -3.438 -5.746 0.813
Si -2.505 -4.346 1.713
C -3.800 -3.420 2.786
C -1.110 -4.816 2.942
Sb -1.097 -2.974 -0.264
Si 0.887 -4.767 -0.345
C -0.088 -6.406 -0.394
C 1.729 -4.604 -2.043
C 2.144 -4.742 1.096
Si -1.952 -2.844 -2.821
C -0.489 -2.711 -4.040
C -2.931 -1.192 -2.883
C -2.981 -4.418 -3.129
H -4.326 -6.007 1.379
H -2.841 -6.643 0.723
H -3.755 -5.457 -0.183
H -4.179 -4.112 3.535
H -4.652 -3.068 2.213
H -3.356 -2.582 3.314
H -1.539 -5.170 3.876
H -0.510 -3.938 3.173
H -0.447 -5.592 2.575
H -0.975 -6.313 -1.013
H -0.389 -6.756 0.586
H 0.532 -7.180 -0.836
H 1.192 -5.189 -2.785
H 2.735 -5.009 -1.990
H 1.796 -3.583 -2.400
H 2.594 -5.726 1.181
H 1.707 -4.501 2.059
H 2.950 -4.040 0.916
H 0.237 -1.963 -3.730
H -0.871 -2.413 -5.014
H 0.027 -3.655 -4.176
H -2.531 -0.505 -2.135
H -3.993 -1.328 -2.710
H -2.824 -0.719 -3.854
H -2.375 -5.308 -3.001
H -3.346 -4.424 -4.150
H -3.839 -4.501 -2.472
*
```

6.
Here is a gas-phase ion, C3H8IN2O (charge +1) at a distorted geometry from OMol25. Energies are from ωB97M-V/def2-TZVPD.

Properties
HOMO energy = -14.112 eV
Energy relative to the best compared isomer or geometry (same formula, charge and spin) = 83.55 kcal per mole
Strongest force on any atom = 4.1 eV Å⁻¹
Kohn-Sham gap = 7.82 eV
SMILES = CC(C)(I)[N+](N)=O
LUMO = -6.29 eV
DFT total energy = -16358.56246 eV

```
! wB97M-V def2-TZVPD RIJCOSX def2/J DEFGRID3
* xyz 1 1
C -0.640 1.120 -0.811
C 0.135 0.257 0.221
C -0.022 0.583 1.680
I 2.489 0.397 -0.125
N 0.008 -1.204 -0.095
N 0.158 -1.702 -1.291
O -0.238 -1.987 0.769
H -1.737 1.100 -0.565
H -0.425 1.107 -1.889
H -0.322 2.129 -0.611
H 0.777 0.203 2.368
H -1.046 0.421 1.980
H 0.091 1.694 1.773
H 0.524 -1.339 -2.123
H 0.249 -2.779 -1.282
*
```

7.
Here is a molecular structure, C21H23BN8OPd from OMol25. Energies are from ωB97M-V/def2-TZVPD.

Properties
HOMO energy = -7.151 eV
Energy relative to the best compared isomer or geometry (same formula, charge and spin) = 0.79 kcal per mole
Strongest force on any atom = 0.4 eV Å⁻¹
Kohn-Sham gap = 7.16 eV
LUMO = 0.01 eV
DFT total energy = -40276.08666 eV

```
! wB97M-V def2-TZVPD RIJCOSX def2/J DEFGRID3
* xyz 0 1
Pd -0.618 0.023 -0.400
C -0.734 3.067 2.625
C -1.681 2.565 3.508
C -2.289 1.353 3.242
C -1.935 0.649 2.094
N -1.024 1.158 1.245
C -0.440 2.329 1.495
C -2.487 -0.635 1.651
C -3.411 -1.371 2.389
C -3.915 -2.554 1.879
C -3.500 -2.986 0.624
C -2.571 -2.261 -0.110
C -2.034 -1.082 0.396
H -0.241 4.012 2.798
H -1.954 3.126 4.393
H -3.041 0.955 3.907
H 0.267 2.670 0.748
H -3.742 -1.025 3.361
H -4.631 -3.132 2.449
H -3.908 -3.901 0.212
H -2.268 -2.616 -1.085
B -0.830 0.176 -4.050
N -0.147 -1.012 -3.233
C 0.447 -2.030 -3.863
C 0.828 -2.990 -2.940
C 0.421 -2.458 -1.722
N -0.171 -1.277 -1.913
N -0.998 1.476 -3.237
C -0.704 2.721 -3.650
C -1.278 3.621 -2.773
C -1.924 2.804 -1.834
N -1.762 1.519 -2.130
H -0.072 0.411 -4.962
H -1.909 -0.215 -4.430
H 0.542 -2.009 -4.936
H 1.335 -3.920 -3.125
H 0.510 -2.850 -0.722
H -0.104 2.877 -4.531
H -1.231 4.696 -2.808
H -2.506 3.086 -0.969
C 5.398 -0.431 1.873
N 4.071 -0.232 1.344
C 3.756 0.632 0.224
C 2.256 0.390 0.086
O 1.558 0.958 -0.746
N 1.841 -0.516 1.022
C 2.925 -0.832 1.716
N 2.876 -1.742 2.710
H 6.111 -0.498 1.052
H 5.448 -1.369 2.424
H 5.701 0.386 2.531
H 4.281 0.330 -0.685
H 3.970 1.683 0.425
H 1.943 -1.997 2.994
H 3.574 -1.732 3.432
*
```

8.
Here is a molecular structure, C4H8O4 at a distorted geometry from OMol25. Energies are from ωB97M-V/def2-TZVPD.

Properties
HOMO energy = -10.508 eV
Energy relative to the best compared isomer or geometry (same formula, charge and spin) = 69.07 kcal per mole
Strongest force on any atom = 4.8 eV Å⁻¹
Kohn-Sham gap = 11.08 eV
LUMO = 0.58 eV
DFT total energy = -12466.16438 eV

```
! wB97M-V def2-TZVPD RIJCOSX def2/J DEFGRID3
* xyz 0 1
C 1.809 1.243 1.244
C 2.517 2.525 2.064
C -1.643 -1.487 -1.184
C -2.697 -2.275 -2.014
H 0.755 -0.292 1.519
H 2.830 3.252 1.111
H 1.497 3.000 2.547
H 3.690 2.383 2.722
H -0.222 -0.291 -1.562
H -3.469 -2.572 -1.284
H -3.203 -1.648 -2.776
H -2.191 -3.148 -2.601
O 1.817 1.112 0.074
O 1.110 0.522 2.068
O -1.689 -1.576 0.039
O -0.912 -0.750 -1.968
*
```

> DFT total energy of number 7 (C21H23BN8OPd)?

-40276.08666 eV

> Number 1 is which compound?

C24H23F6N8O9RuS5